Record 1
164
Properties=species:S:1:pos:R:3:forces:R:3 method="wB97M-V/def2-TZVPD" fmax_ev_per_a=3.01 e_above_lowest_ev=0.000 e_homo_ev=-7.686
N -1.3238 2.7438 2.4049 -0.75 -0.60 0.88
H -0.8113 3.0632 1.5732 0.08 0.58 0.38
H -2.3180 2.6426 2.1707 0.16 -0.25 -0.63
H -1.3189 3.3642 3.2099 0.69 0.38 -0.35
H -0.9384 1.8285 2.6980 0.03 -0.35 -0.13
N 0.6164 -3.0845 -3.7077 0.11 -0.67 -0.45
H 0.1238 -3.9777 -3.7808 0.07 0.00 0.09
H 1.5170 -3.2948 -3.2844 -0.01 0.23 0.08
H 0.0917 -2.4554 -3.0712 0.20 0.17 0.58
H 0.7411 -2.6708 -4.6505 0.00 0.02 0.27
C 1.4628 0.4858 -0.2642 -0.13 -1.94 -0.99
C 1.0617 -0.5325 -1.1566 -1.62 0.74 0.43
C -0.2607 -1.3060 -0.7530 0.85 -0.10 2.41
O -0.8134 -2.0432 -1.5831 -0.09 -0.35 -0.90
C -0.7238 -1.2091 0.6072 0.89 0.03 -2.34
C -0.2261 -0.2420 1.4752 -1.57 -0.94 1.13
C 0.8718 0.6752 0.9975 1.83 2.28 -0.71
O 1.2444 1.7127 1.6143 -1.15 -0.91 0.88
O -0.7797 -0.1252 2.6059 0.89 1.13 -0.02
O 1.4843 -0.7264 -2.3079 0.13 -0.31 -0.23
H 2.2543 1.1221 -0.6359 0.10 0.18 0.40
H -1.5881 -1.7974 0.8813 0.01 0.06 0.21
C 2.5636 1.1277 4.6154 1.12 -1.11 0.18
C 3.5156 0.6748 5.7292 0.64 -0.80 0.99
C 4.5451 1.7808 5.9133 0.50 1.00 -0.62
S 3.5822 3.3163 5.7059 -1.21 -0.03 0.33
O 4.1524 4.2118 4.7319 0.37 -0.09 -0.14
O 3.1683 3.8538 6.9858 0.54 -0.21 -0.13
C 2.1210 2.5183 4.9979 -0.50 -0.53 -0.31
H 1.7870 0.3672 4.5506 -0.31 0.36 -0.27
H 3.1528 1.0851 3.6968 -0.34 0.31 -0.24
H 4.0442 -0.2590 5.5235 -0.07 0.08 -0.53
H 2.9975 0.3737 6.6440 -0.23 0.63 0.08
H 5.2848 1.7512 5.1070 -0.39 0.12 -0.37
H 5.2028 1.9188 6.7716 -0.70 -0.38 0.58
H 1.7001 3.0862 4.1697 0.30 0.17 -0.03
H 1.3516 2.4004 5.7628 0.22 0.41 0.27
C 2.9241 5.2428 1.4936 0.04 -0.46 0.11
C 3.2901 4.6918 0.1062 0.31 -0.14 -0.21
C 1.9993 4.2420 -0.5782 -0.03 0.24 -0.42
S 0.7237 5.4146 -0.0032 0.23 -1.44 1.07
O -0.2459 4.6343 0.7608 0.01 0.44 -0.10
O 0.2105 6.2513 -1.0576 0.47 0.08 0.24
C 1.8257 6.2513 1.1974 -0.11 0.37 -0.60
H 3.7810 5.6375 2.0411 0.00 0.53 -0.39
H 2.6232 4.4506 2.1847 -0.50 -0.14 -0.36
H 3.9994 3.8668 0.1639 -0.08 -0.06 0.07
H 3.7722 5.4689 -0.4915 0.01 0.12 0.10
H 1.7786 3.2004 -0.3442 -0.49 0.32 0.61
H 1.9272 4.2909 -1.6661 0.62 0.34 0.04
H 1.2527 6.6465 2.0320 -0.14 -0.18 -0.02
H 2.2391 7.0804 0.6181 0.01 0.12 0.14
C -2.1597 -1.4215 -4.2705 0.71 0.78 -0.41
C -3.2926 -2.4325 -4.2113 -0.96 -0.38 -0.49
C -4.3982 -1.9645 -5.2039 0.46 0.89 0.46
S -4.3776 -0.1544 -5.0954 1.70 -0.36 0.72
O -5.4550 0.2848 -4.2389 -0.11 0.11 -0.64
O -4.1249 0.3721 -6.4202 -0.46 0.25 0.14
C -2.8037 -0.0324 -4.1236 -1.14 -0.96 -0.12
H -1.5893 -1.5264 -5.1980 -0.36 0.13 -0.26
H -1.3906 -1.5229 -3.5006 -0.67 -0.07 0.14
H -3.7174 -2.5279 -3.2108 0.08 0.15 0.08
H -3.0108 -3.4358 -4.5318 0.29 -0.02 0.15
H -5.4318 -2.2084 -4.9729 0.12 -0.47 0.01
H -4.1238 -2.1798 -6.2333 -0.15 -0.18 -0.03
H -3.1538 0.0436 -3.0934 0.06 0.33 -0.08
H -2.2569 0.8569 -4.4201 0.12 -0.08 -0.10
C 4.3610 -0.7070 -2.9884 0.48 -0.57 -0.15
C 4.8414 -0.4799 -1.5526 0.29 0.30 0.51
C 6.1945 -1.1940 -1.3810 -0.47 -0.03 -1.73
S 7.0493 -0.8350 -2.9688 -0.36 0.21 -0.42
O 7.7063 -2.0020 -3.5244 -0.13 0.42 0.50
O 7.7711 0.4191 -2.8237 -0.21 -0.69 0.08
C 5.5334 -0.4962 -3.9262 0.43 0.77 0.19
H 3.5472 -0.0590 -3.2913 -0.22 -0.13 0.31
H 4.0295 -1.7491 -3.0231 -0.18 0.10 -0.23
H 4.1031 -0.9280 -0.8883 0.05 0.28 0.23
H 4.9760 0.5736 -1.3000 -0.25 0.06 -0.10
H 5.9596 -2.2577 -1.4205 0.61 -0.15 0.39
H 6.8752 -0.8560 -0.6091 -0.21 -0.18 0.28
H 5.5374 -1.0444 -4.8612 0.03 -0.33 0.09
H 5.5767 0.5687 -4.1656 0.28 -0.05 -0.03
C -2.5958 -4.4606 -0.2069 -0.11 0.70 0.71
C -1.6368 -5.0413 0.8416 -0.21 -1.73 0.48
C -0.3289 -5.4190 0.1774 0.84 0.08 0.05
S -0.7253 -6.1183 -1.4309 -1.25 0.58 0.19
O -1.0981 -7.5154 -1.3930 0.06 0.73 0.35
O 0.2962 -5.7299 -2.3826 -0.08 0.23 -0.21
C -2.2165 -5.0141 -1.5910 0.46 0.85 -0.22
H -2.4970 -3.3725 -0.1631 0.56 -0.05 -0.62
H -3.6541 -4.5142 0.0596 0.06 -0.98 -0.02
H -2.0088 -6.0008 1.2234 -0.39 0.10 -0.11
H -1.4605 -4.4815 1.7590 -0.08 0.55 -0.38
H 0.2623 -6.1491 0.7311 -0.17 -0.10 0.01
H 0.3241 -4.5590 0.0106 -0.14 0.04 -0.30
H -3.0245 -5.4159 -2.1967 0.10 -0.53 0.23
H -1.8460 -4.1290 -2.1148 0.24 -0.26 -0.27
C -0.1847 0.6176 -8.7023 0.54 -0.26 -0.68
C -0.2409 1.2232 -7.2982 -0.69 -0.65 0.79
C 0.8621 0.5541 -6.4835 1.35 0.90 -0.49
S 1.1193 -1.0861 -7.1651 -1.07 0.52 0.30
O 0.5568 -2.0474 -6.2276 -0.01 -0.26 -0.23
O 2.4739 -1.2426 -7.5819 0.54 -0.17 -0.31
C -0.0254 -0.9126 -8.5777 0.11 0.41 1.21
H 0.6885 1.0188 -9.2234 0.04 0.00 -0.01
H -1.0409 0.8475 -9.3334 -0.14 0.09 0.22
H -1.1912 1.0045 -6.8023 -0.21 0.08 -0.31
H -0.1013 2.3013 -7.2789 -0.05 0.01 -0.19
H 0.8426 0.5702 -5.3939 -0.63 -0.39 -0.02
H 1.7803 1.1078 -6.7116 0.15 -0.34 -0.13
H -0.9631 -1.3452 -8.2297 0.01 -0.14 -0.05
H 0.3805 -1.4904 -9.4021 0.04 0.27 -0.18
C -5.5718 4.3106 -3.3879 0.83 0.31 -0.14
C -5.2612 3.0144 -2.6812 -0.96 -0.16 -0.41
O -4.7639 3.2703 -1.3462 1.51 -1.13 0.35
P -3.6961 2.1932 -0.8315 -0.44 0.41 -0.28
O -3.1979 2.4314 0.5320 -0.24 0.02 -0.13
O -2.5424 2.2134 -1.9383 -0.25 0.68 0.74
C -1.2185 1.7479 -1.6018 0.39 -0.97 -1.22
C -0.1392 2.5759 -2.2758 -0.89 1.56 -0.08
O -4.4197 0.7811 -1.0262 0.10 1.01 -0.37
C -3.7244 -0.3945 -0.5500 -0.71 -0.19 0.04
C -4.2263 -0.6355 0.8665 0.44 -0.78 -0.33
H -6.4608 4.8099 -3.0127 -0.01 0.03 -0.08
H -4.7027 4.9709 -3.3054 -0.14 0.12 0.44
H -5.5970 4.1693 -4.4699 -0.61 -0.32 0.06
H -6.1396 2.3909 -2.5103 -0.05 0.03 -0.42
H -4.5698 2.4409 -3.2979 0.19 -0.01 0.37
H -1.0601 1.5870 -0.5370 -0.22 0.41 0.00
H -1.1937 0.7587 -2.0769 0.28 -0.06 0.26
H 0.7917 2.0231 -2.3654 -0.02 0.06 0.01
H -0.4804 2.9834 -3.2353 -0.08 -0.93 -0.39
H -0.0073 3.5616 -1.8115 0.14 -0.62 0.55
H -4.0389 -1.2063 -1.2097 -0.03 0.07 -0.05
H -2.6550 -0.2601 -0.6932 0.05 -0.13 0.41
H -3.6531 -0.0369 1.5696 -0.40 0.16 0.17
H -5.2995 -0.4564 0.8354 0.05 0.47 0.33
H -4.1567 -1.6858 1.1663 0.39 0.00 -0.10
C 0.3762 -2.4891 10.8166 0.33 0.30 -0.68
C 1.1931 -2.3731 9.5344 0.33 -0.23 0.01
O 0.4369 -2.9904 8.4807 -0.71 0.24 -1.54
P 0.4047 -2.2379 7.0663 0.22 -0.33 0.92
O 1.7459 -1.8989 6.5585 -0.60 0.36 -0.13
O -0.4457 -3.2111 6.1349 0.06 0.00 0.87
C -0.5686 -2.8140 4.7785 0.84 0.81 -2.02
C -1.9163 -3.0941 4.1415 -0.11 0.17 0.93
O -0.5699 -1.0005 7.4048 0.03 -0.53 -0.15
C -0.6885 0.0851 6.4869 0.63 1.43 0.62
C -1.1987 1.3630 7.1771 -0.46 -1.07 0.39
H -0.5241 -1.8800 10.7345 0.16 0.28 0.11
H 0.0061 -3.5019 10.9641 0.41 -0.15 0.09
H 1.0240 -2.1541 11.6263 -0.33 -0.09 0.28
H 1.4735 -1.3497 9.2657 -0.46 0.12 0.17
H 2.1618 -2.8827 9.5568 -0.22 -0.24 0.35
H -0.3324 -1.7571 4.5959 -0.46 0.19 0.68
H 0.2560 -3.2018 4.1657 -0.14 -0.83 0.35
H -1.9505 -2.5409 3.2037 0.00 -0.16 -0.11
H -2.1474 -4.1516 4.0154 0.18 -0.03 -0.10
H -2.6939 -2.6813 4.7901 -0.06 0.02 -0.08
H 0.3138 0.2663 6.0928 -0.18 -0.05 -0.39
H -1.4304 -0.0776 5.7047 0.33 -0.63 -0.20
H -1.0557 2.1748 6.4667 -0.35 0.18 0.11
H -2.2462 1.1508 7.4092 -0.18 0.55 -0.33
H -0.7984 1.6349 8.1541 0.71 -0.19 -0.25

Record 2
23
Properties=species:S:1:pos:R:3:forces:R:3 method="wB97M-V/def2-TZVPD" fmax_ev_per_a=5.12 e_above_lowest_ev=5.497 e_homo_ev=-8.969
C -0.8323 -0.9706 0.3578 0.30 0.21 0.34
C -2.1752 -0.7538 -0.3359 0.31 0.00 0.01
N -0.0915 -2.0404 -0.2880 -0.10 0.08 -0.03
N -1.1217 -1.3183 1.7624 -0.03 -0.11 0.04
C 0.0464 0.3104 0.3350 -1.30 1.87 -4.40
O 1.1780 0.1751 1.0057 5.07 0.45 -0.60
H -1.7361 -0.6325 2.1901 0.06 0.02 -0.03
H 0.7538 -2.2409 0.2354 -0.07 -0.05 -0.01
H -0.6596 -2.8778 -0.3317 0.07 -0.01 0.15
H -0.2606 -1.3348 2.3020 -0.08 0.04 -0.05
H -0.5024 1.2073 0.6430 -0.27 -0.23 0.15
H -2.8245 -1.6017 -0.1178 0.01 -0.02 0.02
H -2.6576 0.1517 0.0341 0.00 0.02 0.01
H -2.0510 -0.6720 -1.4114 0.03 0.03 -0.05
C 2.3948 2.1806 0.1273 -1.68 4.27 -1.53
C 0.3082 0.6859 -1.5433 -0.80 -2.35 2.12
O 1.3862 2.5748 -0.5283 2.74 -0.93 1.79
H 2.0858 0.6599 0.4324 -3.51 -2.10 2.11
H 2.4829 2.5292 1.1690 -0.23 -0.84 0.18
H 3.3620 2.0773 -0.3885 -0.08 -0.84 -0.24
H 1.1740 1.0745 -2.0533 0.29 0.48 0.65
H 0.3307 -0.3863 -1.7438 -0.60 0.09 -0.53
H -0.5904 1.2023 -1.8520 -0.11 -0.07 -0.09

Record 3
19
Properties=species:S:1:pos:R:3:forces:R:3 method="wB97M-V/def2-TZVPD" multiplicity=2 s_squared=0.766 fmax_ev_per_a=5.22 e_above_lowest_ev=1.710 e_homo_ev="-14.774 / -14.750" charge=+1
C 0.6415 -0.5539 -0.0765 -0.90 1.14 -1.01
C 0.7196 -1.4974 0.9633 -2.28 0.57 2.96
N -0.1899 -1.0741 1.9398 1.44 2.42 -2.57
C -0.6839 0.2656 1.5904 1.42 -4.66 -1.87
C -0.3388 0.4213 0.2424 1.69 1.66 0.45
H 1.2122 -0.5906 -0.9947 -0.10 0.11 0.16
H 1.3374 -2.3851 1.1385 -0.38 0.38 -0.33
H -0.4656 -1.5677 2.7299 -0.22 -0.96 1.71
H -1.2509 0.8812 2.2082 -0.83 0.67 1.22
H -0.5250 1.4153 -0.2446 0.28 -1.51 0.05
H 0.1686 0.5978 -3.3180 0.54 0.75 0.94
H -0.8505 0.0171 -2.5086 -0.19 0.02 0.82
O -0.0882 0.6108 -2.3651 0.38 -0.30 -2.68
H 1.7118 1.3802 0.5947 0.84 0.60 0.37
H 2.7568 1.7614 1.6887 0.10 -0.15 0.45
O 2.4658 1.9643 0.8040 -0.73 -0.29 -0.75
H -2.3292 0.2283 -1.3631 -0.43 1.61 1.36
H -2.0500 -1.2971 -1.2208 -0.12 -0.25 0.62
O -2.2417 -0.5774 -1.8085 -0.51 -1.82 -1.90

Record 4
38
Properties=species:S:1:pos:R:3:forces:R:3 method="wB97M-V/def2-TZVPD" fmax_ev_per_a=0.65 e_above_lowest_ev=3.154 e_homo_ev=-0.586 charge=-2
Pd -0.0499 0.4597 -0.7865 0.20 0.46 -0.39
N 1.3995 0.1104 3.3666 -0.12 -0.02 -0.03
C 0.1456 0.5259 3.7805 0.08 0.05 0.07
C -0.4751 1.0029 2.6718 -0.06 0.10 -0.17
N 0.3451 0.8740 1.5749 0.10 -0.16 -0.03
C 1.4453 0.3203 2.0150 0.15 -0.04 -0.07
C 2.6154 0.0071 1.2029 -0.21 0.14 0.06
N 2.5884 -0.2510 -0.0736 0.35 -0.37 0.06
C 3.8961 -0.4283 -0.4478 -0.03 0.08 0.09
C 4.7254 -0.2723 0.6228 0.02 -0.01 0.06
N 3.8942 -0.0059 1.6948 0.02 0.00 -0.07
H 1.9802 -0.5420 3.8621 0.03 0.03 0.02
H -0.1906 0.4193 4.7965 -0.01 -0.03 -0.02
H -1.4707 1.4036 2.5751 0.00 -0.03 0.02
H 4.1538 -0.6552 -1.4698 0.00 -0.02 0.02
H 5.7942 -0.3436 0.7328 -0.01 0.02 0.00
H 4.1777 0.3445 2.5919 0.00 -0.01 0.01
O -2.3622 -1.4438 3.0713 -0.06 -0.09 0.24
As -3.0055 -1.3465 1.3656 -0.12 0.21 -0.32
O -4.3100 -2.3433 1.3189 0.16 -0.09 0.01
O -1.6011 -1.5800 0.5227 0.06 0.13 -0.12
C -3.6729 0.4916 1.4732 -0.09 -0.04 0.25
C -4.5496 0.5900 2.5601 -0.02 0.07 0.03
C -5.1098 1.7829 2.9888 0.04 0.01 -0.05
C -4.7792 2.9466 2.2963 -0.01 -0.03 0.00
C -3.9435 2.8788 1.2041 -0.01 -0.05 -0.06
C -3.3698 1.6631 0.7357 0.01 0.27 -0.09
S -2.5947 0.4269 -1.8219 -0.44 0.02 0.22
O -2.6358 1.3453 -2.9501 -0.02 0.10 0.03
O -3.8823 -0.1643 -1.4970 -0.13 -0.18 -0.14
O -2.5882 1.7846 -0.3145 0.12 -0.30 0.16
H -1.4559 -1.7293 2.9090 0.03 0.04 -0.05
H -4.7920 -0.3193 3.0992 0.02 -0.03 -0.04
H -5.7808 1.8002 3.8403 0.00 0.02 0.00
H -5.1858 3.9073 2.6009 0.00 0.00 0.01
H -3.6905 3.7679 0.6379 0.00 0.00 0.00
O 0.8674 0.1137 -3.5620 0.14 0.26 -0.11
C 0.6089 0.5975 -2.5419 -0.17 -0.48 0.40

Record 5
23
Properties=species:S:1:pos:R:3:forces:R:3 method="wB97M-V/def2-TZVPD" fmax_ev_per_a=5.37 e_above_lowest_ev=4.425 e_homo_ev=-9.422
C 1.7380 0.0784 -0.7214 -2.29 0.26 1.26
C 1.0547 1.4314 -0.9361 -0.74 1.36 -0.48
C 0.1757 1.6219 0.3425 0.24 -0.04 0.14
C 0.6657 -0.8977 -0.1491 -1.73 0.34 0.79
C -0.6897 0.3911 0.5997 4.65 -1.79 -2.02
C 0.0172 -1.6957 -1.2764 1.11 -0.01 0.34
C -1.0339 -0.0891 1.9672 -2.85 -0.88 0.36
N -1.7552 0.3215 -0.4137 -0.08 -1.68 2.26
O 2.8768 -0.2555 -0.7832 1.10 0.11 -0.27
O -1.8688 1.1587 -1.2345 0.24 2.79 -2.17
O -2.4698 -0.6455 -0.3887 -1.08 -1.45 0.53
O 1.0320 -1.7076 0.9397 2.16 0.92 -0.47
H 1.7510 2.3462 -0.9416 -0.78 -1.64 -0.66
H 0.2753 1.4219 -1.8206 2.00 0.00 1.42
H 0.8608 1.7816 1.1848 -0.27 -0.15 0.05
H -0.4211 2.5241 0.2293 -0.06 0.11 0.05
H 0.5675 -2.5932 -1.5871 0.30 0.28 0.46
H -0.0234 -1.0708 -2.1482 -0.42 0.36 -0.53
H -0.9535 -2.0117 -0.9819 -0.87 -0.27 0.09
H -1.8115 -0.9373 1.8488 1.62 0.99 0.25
H -1.6813 0.7086 2.3215 -0.13 0.33 0.70
H -0.3232 -0.3293 2.7980 -0.05 0.27 -1.54
H 2.0166 -1.5521 1.1511 -2.09 -0.23 -0.56

Record 6
10
Properties=species:S:1:pos:R:3:forces:R:3 method="wB97M-V/def2-TZVPD" fmax_ev_per_a=0.59 e_above_lowest_ev=3.748 e_homo_ev="-9.463 / -7.393"
C -1.3146 0.4654 -0.0451 -0.20 0.29 0.06
C -0.9160 -0.7118 -0.8668 -0.12 -0.13 0.57
C -0.7121 -0.6996 0.6670 -0.29 -0.05 -0.45
P -1.7335 -2.0321 0.0355 0.10 -0.25 -0.02
S 2.8458 -1.2248 -0.0062 -0.03 -0.25 -0.04
H -0.7229 1.3677 -0.1310 0.20 0.05 -0.02
H -2.3739 0.6556 0.0932 -0.02 0.07 0.00
H -0.1814 -0.7451 -1.6495 0.16 0.02 -0.03
H 0.2041 -0.7183 1.2299 0.07 0.02 -0.08
H 3.3904 -0.0168 0.1316 0.12 0.24 0.03

Record 7
27
Properties=species:S:1:pos:R:3:forces:R:3 method="wB97M-V/def2-TZVPD" fmax_ev_per_a=3.38 e_above_lowest_ev=5.500 e_homo_ev="-7.694 / -6.539"
C 0.3924 2.1547 4.3438 -0.99 -3.22 -0.29
C -2.1470 -1.4893 -1.6663 -1.35 -2.09 -0.67
C -0.5393 0.9655 -2.2548 3.05 -0.44 1.01
C 0.2526 -1.4976 -3.5928 -1.44 2.86 1.03
C 0.3427 0.8389 3.4269 0.18 2.40 0.23
C 0.4427 1.1240 2.0121 -1.94 -0.14 -0.80
O 2.5130 -1.6689 -0.7228 1.35 1.25 -0.23
Si 1.0200 -1.5404 -0.0123 -0.25 2.16 -1.07
Si -0.3731 -0.9261 -1.8253 0.04 0.15 -0.68
H -0.4825 2.7003 4.0907 -0.66 0.82 -0.09
H 0.2456 1.6844 5.3207 0.29 0.78 0.30
H 1.2641 2.7279 4.2516 1.26 0.71 -0.03
H -2.1252 -2.5612 -2.1549 -0.31 2.01 0.59
H -2.7992 -1.6446 -0.7760 1.15 0.29 -0.06
H -2.7737 -0.7986 -2.2690 0.39 -0.59 -0.19
H 0.0305 1.7344 -1.6893 -0.35 -0.70 0.11
H -0.2346 1.1597 -3.2696 -0.16 -0.22 -0.59
H -1.5420 1.1385 -2.1199 -2.46 0.76 0.15
H 1.0992 -0.7982 -3.7159 -0.32 -0.25 -0.37
H 0.5829 -2.4600 -3.8404 0.06 -1.47 -0.21
H -0.6442 -1.1054 -4.2083 1.56 -0.83 0.53
H 1.0995 0.1685 3.6658 1.46 -1.17 0.94
H -0.5786 0.4201 3.6718 -1.62 -1.00 0.38
H 1.3899 1.3302 1.6595 1.73 0.61 -1.00
H -0.4258 1.5744 1.5175 0.49 -0.18 -0.06
H 2.9847 -0.8247 -0.9454 -0.75 -1.35 0.31
H 1.0050 -2.4066 1.1024 -0.39 -1.14 0.77

Record 8
16
Properties=species:S:1:pos:R:3:forces:R:3 method="wB97M-V/def2-TZVPD" fmax_ev_per_a=1.43 e_above_lowest_ev=4.712 e_homo_ev=-9.076
C -2.1559 -0.1614 -0.2251 -0.05 0.08 -0.18
C -1.1817 0.6255 0.6192 -0.38 0.35 -0.38
N 0.0166 0.0122 1.1229 0.26 -0.09 -1.06
C 0.1546 1.1376 0.2085 -0.07 1.02 -0.48
C 0.7776 0.1472 -0.6048 -0.46 -0.26 0.61
C 2.1554 -0.3927 -0.3732 -0.22 -0.08 0.21
O 1.7355 -1.6034 0.2536 1.30 -0.57 0.14
H -2.7851 0.5155 -0.8084 -0.03 -0.09 0.01
H -2.8084 -0.7674 0.4145 0.15 0.17 -0.03
H -1.6546 -0.8535 -0.9086 -0.08 0.17 0.13
H -1.6674 1.3086 1.3208 0.12 -0.25 0.16
H 1.0164 -1.2404 0.8347 0.56 -0.97 -0.05
H 0.6259 2.0532 0.5150 -0.09 0.41 0.14
H 0.2516 -0.4144 -1.3763 -0.23 0.19 0.47
H 2.7528 -0.6083 -1.2820 -0.59 0.05 0.39
H 2.7668 0.2417 0.2892 -0.21 -0.13 -0.09